No. 1
{"formula": "C67H62BrF4N7O8PSeSr", "method": "ωB97M-V/def2-TZVPD", "elements": ["Sr", "C", "O", "C", "C", "C", "C", "C", "C", "O", "C", "O", "C", "H", "H", "H", "H", "H", "H", "H", "H", "H", "F", "C", "C", "F", "C", "F", "C", "P", "C", "C", "C", "C", "C", "C", "C", "C", "C", "C", "C", "C", "C", "Br", "C", "F", "H", "H", "H", "H", "H", "H", "H", "H", "H", "H", "C", "C", "N", "C", "C", "N", "C", "O", "O", "C", "O", "O", "H", "H", "H", "H", "H", "N", "C", "C", "C", "C", "C", "C", "C", "C", "C", "C", "C", "C", "C", "H", "H", "H", "H", "H", "H", "H", "H", "H", "H", "C", "C", "C", "C", "N", "C", "Se", "N", "C", "C", "C", "C", "C", "C", "C", "C", "C", "C", "H", "H", "H", "H", "H", "H", "H", "H", "H", "H", "H", "H", "H", "H", "H", "H", "H", "H", "H", "H", "H", "H", "N", "C", "O", "C", "C", "C", "N", "C", "C", "H", "H", "H", "H", "H", "H"], "positions_angstrom": [[0.185, -0.568, 0.282], [-5.038, 1.270, 4.759], [-4.910, -0.128, 4.934], [-4.037, -0.779, 4.118], [-3.957, -2.174, 4.333], [-3.134, -2.909, 3.531], [-2.329, -2.331, 2.523], [-1.575, -3.164, 1.615], [-1.757, -4.670, 1.636], [-0.798, -2.707, 0.767], [-2.359, -0.902, 2.352], [-1.617, -0.285, 1.525], [-3.280, -0.161, 3.158], [-5.786, 1.597, 5.477], [-5.370, 1.513, 3.747], [-4.093, 1.782, 4.957], [-4.556, -2.623, 5.113], [-3.083, -3.979, 3.692], [-2.783, -4.971, 1.837], [-1.115, -5.106, 2.406], [-1.441, -5.062, 0.671], [-3.314, 0.904, 2.977], [-3.580, -5.690, -4.570], [-2.590, -5.012, -3.988], [-1.283, -5.419, -4.143], [-1.004, -6.494, -4.885], [-0.270, -4.696, -3.536], [0.971, -5.127, -3.776], [-0.503, -3.574, -2.752], [0.885, -2.636, -1.930], [1.884, -2.107, -3.363], [1.515, -2.196, -4.698], [2.363, -1.727, -5.693], [3.590, -1.172, -5.360], [3.960, -1.070, -4.025], [3.110, -1.526, -3.032], [1.947, -4.003, -1.278], [1.640, -4.512, -0.018], [2.422, -5.502, 0.558], [3.542, -5.978, -0.106], [3.870, -5.462, -1.351], [3.074, -4.487, -1.934], [-1.844, -3.176, -2.618], [-2.420, -1.675, -1.630], [-2.864, -3.889, -3.231], [-4.144, -3.524, -3.114], [0.557, -2.621, -4.975], [2.061, -1.787, -6.732], [4.238, -0.786, -6.136], [4.898, -0.603, -3.755], [3.389, -1.428, -1.986], [0.798, -4.105, 0.523], [2.169, -5.875, 1.543], [4.171, -6.731, 0.354], [4.750, -5.816, -1.873], [3.345, -4.104, -2.909], [-2.080, -0.106, -5.042], [-0.796, 0.484, -4.571], [-0.373, 0.503, -3.329], [0.865, 1.094, -3.359], [1.177, 1.470, -4.646], [0.104, 1.071, -5.397], [2.315, 2.095, -5.368], [3.337, 2.482, -4.651], [2.250, 2.217, -6.577], [1.663, 1.273, -2.112], [2.800, 1.806, -2.229], [1.153, 0.906, -1.033], [-2.849, 0.041, -4.286], [-1.978, -1.181, -5.206], [-2.405, 0.352, -5.977], [0.077, 1.184, -6.398], [3.143, 2.287, -3.656], [2.208, -1.509, 0.925], [3.077, -1.880, 1.740], [2.804, -1.967, 3.232], [3.776, -1.721, 4.199], [3.448, -1.695, 5.549], [2.145, -1.943, 5.957], [1.169, -2.212, 5.003], [1.499, -2.212, 3.658], [4.477, -2.239, 1.287], [5.074, -1.473, 0.288], [6.315, -1.818, -0.227], [6.975, -2.947, 0.243], [6.387, -3.721, 1.234], [5.152, -3.361, 1.757], [4.797, -1.526, 3.889], [4.212, -1.475, 6.286], [1.890, -1.922, 7.010], [0.145, -2.400, 5.306], [0.742, -2.383, 2.901], [4.525, -0.622, -0.100], [6.764, -1.211, -1.004], [7.941, -3.223, -0.163], [6.888, -4.611, 1.595], [4.693, -3.969, 2.530], [-4.557, 4.735, -1.618], [-3.655, 5.397, -2.654], [-3.166, 4.439, -3.737], [-2.183, 3.379, -3.242], [-0.968, 3.957, -2.696], [-0.551, 3.853, -1.401], [-1.431, 3.067, -0.010], [0.664, 4.457, -1.326], [1.464, 4.532, -0.106], [0.975, 5.592, 0.875], [0.875, 7.007, 0.310], [2.229, 7.681, 0.108], [1.037, 4.926, -2.577], [2.179, 5.567, -3.024], [2.249, 5.877, -4.374], [1.218, 5.539, -5.251], [0.076, 4.891, -4.803], [0.000, 4.601, -3.450], [-4.993, 5.477, -0.948], [-4.003, 4.022, -1.006], [-5.379, 4.204, -2.107], [-2.791, 5.851, -2.158], [-4.196, 6.214, -3.139], [-2.707, 5.008, -4.547], [-4.024, 3.915, -4.171], [-1.893, 2.712, -4.059], [-2.614, 2.766, -2.451], [2.495, 4.694, -0.416], [1.415, 3.546, 0.350], [1.666, 5.588, 1.725], [0.004, 5.269, 1.255], [0.274, 7.614, 0.991], [0.326, 6.982, -0.637], [2.786, 7.717, 1.047], [2.118, 8.704, -0.254], [2.843, 7.147, -0.617], [3.006, 5.778, -2.361], [3.140, 6.352, -4.760], [1.322, 5.761, -6.304], [-0.707, 4.604, -5.491], [4.554, 2.691, 5.575], [3.232, 2.404, 5.706], [2.658, 2.512, 6.772], [2.514, 1.949, 4.462], [1.176, 1.615, 4.576], [0.506, 1.146, 3.455], [1.093, 0.997, 2.272], [2.371, 1.353, 2.155], [3.119, 1.830, 3.216], [5.055, 2.949, 6.406], [5.061, 2.537, 4.725], [0.684, 1.692, 5.534], [-0.536, 0.853, 3.507], [2.816, 1.209, 1.176], [4.159, 2.071, 3.039]], "relative_energy_kcal_mol": 13.01, "spin_multiplicity": 1, "homo_ev": -4.2, "charge": -1}


No. 2
{"formula": "C25H16N4O4S2W", "method": "ωB97M-V/def2-TZVPD", "elements": ["W", "O", "C", "O", "C", "C", "C", "C", "C", "N", "C", "O", "O", "H", "H", "H", "S", "C", "C", "C", "C", "C", "C", "N", "C", "C", "C", "C", "C", "C", "C", "H", "H", "H", "H", "H", "H", "H", "H", "C", "C", "C", "C", "N", "C", "S", "N", "H", "H", "H", "H", "H"], "positions_angstrom": [[-0.009, -1.034, -0.535], [1.562, -4.707, -1.081], [0.802, -3.816, -1.121], [1.088, -2.535, -0.612], [-0.583, -3.785, -1.682], [-1.253, -4.814, -2.304], [-2.549, -4.559, -2.756], [-3.130, -3.306, -2.571], [-2.382, -2.336, -1.935], [-1.145, -2.590, -1.514], [-2.775, -0.924, -1.614], [-3.817, -0.411, -1.834], [-1.718, -0.314, -1.015], [-0.777, -5.777, -2.429], [-3.107, -5.342, -3.253], [-4.132, -3.077, -2.909], [1.582, 1.609, 2.844], [2.857, 1.600, 1.661], [4.046, 2.320, 1.697], [4.975, 2.067, 0.709], [4.733, 1.095, -0.266], [3.549, 0.384, -0.300], [2.577, 0.671, 0.657], [1.313, 0.070, 0.817], [0.750, 0.440, 1.958], [-0.476, -0.234, 2.341], [-1.117, -0.135, 3.563], [-2.208, -0.961, 3.808], [-2.638, -1.864, 2.846], [-2.010, -1.934, 1.605], [-0.910, -1.119, 1.355], [4.243, 3.035, 2.484], [5.914, 2.602, 0.709], [5.497, 0.879, -1.000], [3.409, -0.397, -1.032], [-0.771, 0.552, 4.325], [-2.719, -0.907, 4.759], [-3.475, -2.515, 3.056], [-2.392, -2.633, 0.871], [-1.337, 3.706, 0.874], [-0.484, 3.452, -0.325], [-0.102, 4.462, -1.202], [0.666, 4.122, -2.302], [1.031, 2.859, -2.541], [0.613, 1.994, -1.647], [0.993, 0.299, -2.095], [-0.107, 2.182, -0.559], [-1.636, 4.749, 0.937], [-0.796, 3.444, 1.783], [-2.231, 3.082, 0.828], [-0.406, 5.485, -1.033], [0.994, 4.863, -3.019]], "relative_energy_kcal_mol": 0.00, "spin_multiplicity": 1, "homo_ev": -14.6, "charge": 2}


No. 3
{"formula": "C3H11NO", "method": "ωB97M-V/def2-TZVPD", "elements": ["C", "C", "C", "N", "H", "H", "H", "H", "H", "H", "H", "H", "H", "O", "H", "H"], "positions_angstrom": [[0.166, 1.084, 0.985], [0.382, 0.451, -0.343], [-0.806, 0.214, -1.272], [-1.896, -0.528, -0.630], [0.796, 0.636, 1.753], [-0.843, 0.928, 1.393], [0.047, 2.186, 0.891], [1.151, 1.031, -0.867], [0.927, -0.504, -0.188], [-0.391, -0.319, -2.118], [-1.268, 1.160, -1.544], [-2.306, 0.017, 0.113], [-1.735, -1.464, -0.290], [2.068, -1.905, 0.840], [2.313, -1.566, -0.021], [1.394, -1.421, 1.297]], "relative_energy_kcal_mol": 26.10, "spin_multiplicity": 1, "smiles": "CCCN.O", "homo_ev": -9.1}


No. 4
{"formula": "C30H52O30S3", "method": "ωB97M-V/def2-TZVPD", "elements": ["O", "S", "O", "O", "C", "C", "C", "H", "H", "H", "H", "H", "H", "H", "H", "O", "S", "O", "O", "C", "C", "C", "H", "H", "H", "H", "H", "H", "H", "H", "O", "S", "O", "O", "C", "C", "C", "H", "H", "H", "H", "H", "H", "H", "H", "C", "C", "O", "C", "O", "O", "H", "H", "H", "H", "C", "C", "O", "C", "O", "O", "H", "H", "H", "H", "C", "C", "O", "C", "O", "O", "H", "H", "H", "H", "C", "C", "O", "C", "O", "O", "H", "H", "H", "H", "C", "C", "O", "C", "O", "O", "H", "H", "H", "H", "C", "C", "O", "C", "O", "O", "H", "H", "H", "H", "C", "C", "O", "C", "O", "O", "H", "H", "H", "H"], "positions_angstrom": [[-4.975, -25.395, -30.150], [-5.300, -24.800, -31.444], [-6.753, -24.503, -31.662], [-4.487, -23.282, -31.451], [-4.954, -22.416, -30.472], [-4.309, -21.026, -30.710], [-4.692, -25.764, -32.755], [-4.522, -22.788, -29.436], [-6.054, -22.215, -30.337], [-4.177, -20.752, -31.968], [-3.312, -20.977, -30.341], [-4.784, -20.121, -30.267], [-4.930, -26.819, -32.539], [-3.585, -25.794, -32.714], [-5.067, -25.234, -33.450], [-4.100, -24.491, -38.432], [-2.967, -23.507, -38.416], [-3.258, -22.215, -37.884], [-1.965, -24.333, -37.433], [-2.369, -24.987, -36.228], [-1.197, -25.857, -35.653], [-2.146, -23.397, -39.810], [-3.016, -25.638, -36.583], [-2.864, -24.319, -35.649], [-1.442, -26.263, -34.804], [-0.385, -25.296, -35.316], [-1.006, -26.730, -36.323], [-1.107, -22.825, -40.078], [-3.027, -23.272, -40.582], [-1.801, -24.357, -40.147], [4.039, -18.452, -33.700], [2.911, -18.793, -32.909], [2.999, -19.073, -31.496], [1.830, -17.474, -32.934], [1.772, -16.657, -34.126], [0.879, -15.457, -33.669], [1.984, -20.003, -33.665], [1.385, -17.270, -34.692], [2.785, -16.213, -34.291], [-0.158, -15.703, -33.558], [0.956, -14.691, -34.497], [1.142, -14.991, -32.727], [1.631, -19.642, -34.544], [1.080, -20.304, -33.024], [2.665, -20.874, -33.990], [-1.859, -18.909, -36.316], [-2.745, -18.988, -37.601], [-2.205, -17.921, -38.421], [-1.253, -17.423, -37.737], [-0.520, -16.582, -38.369], [-1.041, -17.809, -36.583], [-1.052, -19.753, -36.179], [-2.505, -18.893, -35.349], [-3.747, -18.758, -37.190], [-2.666, -20.077, -38.179], [-6.479, -21.582, -34.714], [-5.317, -22.738, -34.777], [-6.077, -23.892, -35.088], [-7.309, -23.621, -35.411], [-7.987, -24.468, -35.846], [-7.646, -22.391, -35.291], [-6.284, -20.696, -35.203], [-6.700, -21.236, -33.754], [-4.680, -23.032, -33.995], [-4.579, -22.418, -35.846], [1.760, -19.961, -27.417], [1.590, -19.846, -28.902], [0.211, -20.276, -29.126], [-0.336, -20.758, -27.989], [-1.426, -21.197, -27.915], [0.523, -20.542, -26.972], [1.779, -18.909, -27.020], [2.596, -20.627, -26.963], [2.364, -20.348, -29.440], [1.759, -18.702, -29.045], [-0.921, -23.705, -32.464], [-1.004, -22.386, -31.716], [-1.364, -21.515, -32.675], [-1.776, -22.070, -33.751], [-2.371, -21.580, -34.682], [-1.631, -23.396, -33.584], [-1.542, -24.523, -31.988], [0.097, -24.076, -32.702], [0.023, -21.991, -31.319], [-1.850, -22.465, -30.961], [1.117, -24.236, -28.112], [0.801, -25.795, -27.933], [-0.592, -25.859, -28.270], [-1.017, -24.629, -28.677], [-2.127, -24.330, -29.177], [0.003, -23.727, -28.764], [2.006, -23.836, -28.704], [0.768, -23.787, -27.113], [1.015, -26.176, -26.882], [1.233, -26.193, -28.698], [-0.747, -18.251, -31.484], [-0.105, -17.277, -30.519], [-0.998, -17.216, -29.412], [-2.170, -17.915, -29.841], [-2.988, -18.244, -29.009], [-2.144, -18.388, -31.049], [-0.191, -19.072, -31.164], [-0.705, -18.137, -32.568], [-0.091, -16.410, -31.159], [0.905, -17.193, -30.483], [4.002, -26.170, -30.980], [2.921, -26.408, -32.037], [2.323, -25.196, -32.310], [2.894, -24.251, -31.587], [2.561, -23.089, -31.634], [3.739, -24.860, -30.640], [4.898, -26.328, -31.478], [4.039, -26.997, -30.180], [2.076, -27.004, -31.658], [3.131, -26.615, -32.986]], "relative_energy_kcal_mol": 0.00, "spin_multiplicity": 1, "homo_ev": -9.9}


Number 1: Kohn-Sham gap 6.23 eV, LUMO energy 1.99 eV. Number 2: Kohn-Sham gap 5.94 eV, LUMO energy -8.65 eV. Number 3: Kohn-Sham gap 10.05 eV, LUMO energy 0.91 eV. Number 4: Kohn-Sham gap 9.53 eV, LUMO energy -0.37 eV.